Density functional theory data (ωB97M-V with the def2-TZVPD basis set) for a 9-piece molecular cluster, C53H98N9O overall.

```
161
Properties=species:S:1:pos:R:3:forces:R:3:lowdin_charge:R:1
C -0.58777 -5.92708 0.31191 -0.308 0.303 -0.330 -0.1198
C 0.29435 -6.05666 -1.01398 -0.259 -1.048 0.355 -0.2492
C 1.85282 -5.93385 -0.75923 -0.029 0.167 0.692 -0.2294
C 2.34229 -4.46101 -0.40982 -0.076 -0.048 -0.339 -0.2125
C 2.45083 -3.51625 -1.71195 -1.329 -0.496 1.301 -0.1824
C 1.15176 -2.58418 -1.67605 0.688 0.422 -0.305 -0.2209
C 1.25780 -1.36297 -2.71155 -0.397 -1.679 -0.704 -0.1770
C -0.02722 -1.35414 -3.65140 -0.613 0.859 -0.609 -0.2126
C -1.02571 -0.14753 -3.38311 0.730 0.611 -0.121 -0.2215
C -1.47621 0.02738 -1.86856 0.856 -0.058 -0.728 -0.1891
C -1.92397 -1.31038 -1.12674 -0.489 1.657 1.033 -0.1810
C -3.48180 -1.22525 -0.81581 -0.287 -1.196 0.460 -0.1498
C -4.41919 -2.09127 -1.76550 -0.257 -0.537 -0.361 -0.2585
C -3.79302 -2.47582 -3.17010 -0.331 -0.042 0.249 -0.1169
C -4.79509 -3.27436 -4.10793 0.150 2.304 -1.849 -0.4356
C -5.79133 -2.17385 -4.75374 0.960 0.207 0.371 -0.0281
C -3.93235 -3.81969 -5.34678 -0.284 0.657 0.596 -0.0469
N -5.59929 -4.32386 -3.42975 2.414 -0.739 -0.481 -0.1380
O -5.78743 -5.36334 -4.18447 -0.662 0.790 0.647 -0.0268
C -5.10903 -4.66666 -2.07291 -0.984 -1.618 2.116 -0.4411
C -3.79300 -5.59889 -2.08139 -0.225 1.045 0.911 -0.0234
C -6.25187 -5.60235 -1.41904 1.154 -0.477 -0.460 -0.0544
C -4.97165 -3.42496 -1.08928 -0.851 0.215 -0.657 -0.0921
H -0.08215 -6.39336 1.21382 -0.414 0.730 -1.115 0.0524
H -1.58597 -6.45890 0.20101 1.185 0.599 -0.066 0.0583
H -0.84786 -4.83608 0.49946 0.474 -1.262 0.079 0.0660
H -0.10656 -5.36549 -1.81467 0.565 -0.636 0.866 0.0856
H 0.11111 -7.11346 -1.39404 0.259 1.226 0.279 0.1039
H 2.08924 -6.56774 0.14666 -0.313 0.575 -1.081 0.0624
H 2.42037 -6.39192 -1.62159 -0.524 0.700 0.743 0.1048
H 3.30814 -4.46539 0.18402 -1.043 -0.206 -0.782 0.1028
H 1.55483 -4.02421 0.27999 0.961 -0.434 -0.652 0.0788
H 3.39061 -2.89789 -1.72685 -0.932 -0.691 -0.019 0.1013
H 2.38706 -4.23294 -2.59375 0.279 1.244 0.744 0.1113
H 0.96100 -2.16926 -0.63845 0.451 -0.597 -1.071 0.0881
H 0.27783 -3.26337 -1.91530 0.896 0.931 0.175 0.0765
H 1.47249 -0.37531 -2.21711 -0.371 -1.017 -0.433 0.0989
H 2.13936 -1.61774 -3.38231 -0.929 0.512 0.809 0.1029
H 0.28746 -1.26435 -4.74251 -0.331 -0.109 1.292 0.1070
H -0.63612 -2.31026 -3.59650 0.982 0.898 0.105 0.0870
H -1.89721 -0.16866 -4.11554 0.948 -0.206 1.018 0.0933
H -0.45208 0.80185 -3.65424 -0.734 -1.037 0.303 0.1090
H -0.58831 0.47108 -1.31419 -0.995 -0.558 -0.645 0.1014
H -2.26997 0.84054 -1.86208 0.763 -1.168 0.229 0.1066
H -1.59431 -2.25837 -1.62729 -0.529 1.063 0.348 0.0749
H -1.40183 -1.29418 -0.11416 -0.581 -0.152 -1.246 0.1033
H -3.62409 -1.62644 0.24043 -0.039 0.518 -1.232 0.1077
H -3.89026 -0.16928 -0.80001 0.884 -1.069 -0.086 0.1078
H -5.33267 -1.44899 -1.99309 1.070 -0.822 0.219 0.1174
H -2.85225 -3.10983 -3.08827 -1.038 0.999 0.083 0.1038
H -3.56523 -1.50051 -3.70524 0.019 -1.326 0.464 0.1174
H -5.76876 -1.24736 -4.09537 -0.457 -1.135 -0.723 0.0717
H -6.83811 -2.56332 -4.88703 1.140 0.422 0.014 0.0870
H -5.31336 -1.84547 -5.73104 -0.923 -0.431 1.019 0.0824
H -4.61905 -4.03833 -6.20921 0.810 -0.187 0.931 0.0850
H -3.27454 -4.68587 -5.04954 -0.787 0.815 -0.466 0.0853
H -3.28510 -2.93719 -5.65969 -0.631 -1.151 0.393 0.0901
H -3.87657 -6.22144 -1.13282 0.211 0.575 -1.280 0.0841
H -2.87688 -4.94717 -1.92808 -0.857 -0.899 -0.509 0.0700
H -3.73316 -6.25708 -2.98816 -0.069 0.713 0.900 0.0889
H -6.05106 -6.65847 -1.78781 -0.617 1.255 0.358 0.0833
H -7.29005 -5.27978 -1.70700 1.075 -0.235 0.452 0.0881
H -6.07081 -5.61818 -0.30601 -0.476 0.152 -1.085 0.0865
H -6.02884 -3.20026 -0.73005 1.340 -0.320 -0.229 0.0922
H -4.40232 -3.77380 -0.18281 -0.346 0.451 -0.952 0.1254
C 1.76478 -2.56336 3.18939 0.034 -0.003 0.009 -0.1100
C 1.93016 -1.12481 3.67020 0.021 -0.340 0.154 -0.2632
C 1.53210 -0.09373 2.61255 0.623 -0.229 -0.418 -0.1941
C 2.39098 -0.24830 1.40055 0.238 0.126 -0.683 -0.1921
N 3.05686 -0.36846 0.45721 -0.785 0.139 1.221 0.1638
H 2.41198 -2.78084 2.33639 -0.072 0.006 0.012 0.0624
H 2.03212 -3.26272 3.98486 -0.010 0.036 -0.056 0.0553
H 0.72979 -2.76207 2.89526 0.049 -0.013 -0.010 0.0829
H 2.97165 -0.96757 3.96684 -0.067 0.090 -0.030 0.1129
H 1.31564 -0.97379 4.56124 -0.004 0.165 -0.109 0.0962
H 1.65459 0.91623 3.00601 -0.044 -0.027 -0.205 0.0913
H 0.48538 -0.22058 2.32749 0.082 0.068 -0.045 0.1089
C 0.77593 4.91496 4.36516 -0.017 0.095 -0.005 -0.1078
C 0.50939 4.50872 5.81140 -0.038 0.282 -0.261 -0.2646
C 0.93802 3.07009 6.11591 -0.555 -0.200 -0.381 -0.1789
C 0.18046 2.11689 5.24942 -0.249 -0.656 -0.305 -0.2016
N -0.40825 1.38131 4.57008 0.778 1.047 0.975 0.1582
H 0.20441 4.30268 3.66328 0.065 -0.048 0.043 0.0669
H 0.48274 5.95410 4.20200 0.080 -0.054 0.011 0.0476
H 1.83725 4.81922 4.11985 -0.067 0.005 -0.035 0.0805
H -0.55687 4.62936 6.02338 0.084 -0.075 0.095 0.1124
H 1.04808 5.18817 6.47695 -0.024 -0.135 0.053 0.1100
H 0.74020 2.83080 7.16298 -0.001 -0.143 -0.106 0.1134
H 2.00804 2.94204 5.93545 -0.082 -0.078 -0.063 0.1178
C 0.22247 6.60212 0.00043 0.169 -0.127 -0.121 -0.1121
C -1.20483 6.52015 0.51224 0.141 -0.228 -0.146 -0.2648
C -1.67823 7.82875 1.14103 0.384 -0.019 0.551 -0.1834
C -0.81791 8.17792 2.31257 0.266 0.410 0.621 -0.2153
N -0.14891 8.44927 3.22257 -0.909 -0.447 -1.254 0.1334
H 0.93445 6.79352 0.80634 -0.047 0.005 -0.032 0.0719
H 0.51358 5.66082 -0.46959 0.045 0.076 0.046 0.0596
H 0.31784 7.39957 -0.74113 -0.011 -0.007 0.069 0.0409
H -1.27918 5.70826 1.24181 -0.067 0.076 -0.011 0.1067
H -1.86563 6.26425 -0.32018 -0.082 0.105 0.105 0.1089
H -2.71249 7.73077 1.47765 0.089 0.138 0.090 0.1142
H -1.63387 8.64042 0.41056 0.028 0.001 0.093 0.0961
C 6.29814 4.54361 -0.94334 0.097 0.019 -0.018 -0.1092
C 6.14097 3.15631 -0.33045 0.084 0.308 0.060 -0.2809
C 4.80324 2.49830 -0.67935 -0.220 0.434 0.417 -0.1821
C 3.67438 3.32953 -0.16320 -0.753 0.158 0.135 -0.2125
N 2.79379 3.97197 0.23806 1.230 -0.838 -0.524 0.1419
H 5.54320 5.23740 -0.56653 -0.009 -0.075 -0.029 0.0703
H 7.27592 4.96100 -0.69261 -0.047 -0.014 -0.034 0.0671
H 6.21514 4.50298 -2.03353 -0.001 0.036 0.047 0.0742
H 6.24286 3.23575 0.75495 -0.073 -0.104 -0.171 0.0689
H 6.95524 2.51698 -0.68407 -0.114 -0.095 0.021 0.1035
H 4.74325 1.50483 -0.22966 -0.217 0.070 -0.056 0.0819
H 4.70088 2.38720 -1.76167 -0.140 0.041 0.072 0.1178
C 11.30571 4.03757 1.36596 0.050 0.044 0.004 -0.1125
C 11.14711 2.65067 1.97985 0.239 0.251 -0.020 -0.2698
C 9.80781 1.99556 1.63344 -0.334 0.483 0.433 -0.1796
C 8.68125 2.83114 2.14887 -0.700 0.224 0.187 -0.2115
N 7.80735 3.48235 2.54935 1.313 -0.867 -0.470 0.1530
H 10.55266 4.73306 1.74337 -0.013 -0.072 -0.043 0.0705
H 12.28428 4.45316 1.61445 -0.048 -0.030 -0.057 0.0727
H 11.22082 3.99622 0.27647 0.004 0.029 0.057 0.0766
H 11.25034 2.72912 3.06579 -0.055 -0.113 -0.062 0.1123
H 11.95854 2.00950 1.62557 -0.121 -0.072 0.038 0.1084
H 9.74665 1.00232 2.08299 -0.148 0.075 -0.033 0.1156
H 9.70289 1.88466 0.55148 -0.093 0.050 0.066 0.1146
C 0.64529 10.72588 -4.93439 0.017 0.059 -0.035 -0.1133
C 1.44930 10.00214 -3.85951 0.014 0.295 -0.192 -0.2678
C 0.79021 8.70007 -3.39767 -0.499 0.407 0.308 -0.1829
C -0.55582 8.98705 -2.81504 -1.064 -0.041 0.441 -0.2208
N -1.60629 9.21816 -2.36771 1.834 -0.379 -0.711 0.1481
H -0.33701 11.02982 -4.56578 0.032 -0.080 -0.008 0.0705
H 1.16615 11.63099 -5.25324 -0.023 -0.073 -0.018 0.0725
H 0.50176 10.08945 -5.81195 -0.013 0.053 0.038 0.0771
H 1.58345 10.67175 -3.00526 0.026 -0.140 0.010 0.1134
H 2.44494 9.77704 -4.25062 -0.045 -0.095 0.109 0.1087
H 1.40819 8.21374 -2.63980 -0.164 -0.045 0.002 0.1057
H 0.67544 8.00923 -4.23621 -0.104 0.019 0.084 0.1205
C 1.12001 -8.57313 5.19768 0.012 -0.062 0.037 -0.1117
C 1.28106 -7.13561 5.68046 0.037 -0.318 0.119 -0.2673
C 0.87945 -6.10379 4.62360 0.582 -0.209 -0.385 -0.1780
C 1.73792 -6.25405 3.40987 0.284 0.171 -0.706 -0.2047
N 2.40418 -6.37084 2.46585 -0.832 0.115 1.526 0.1796
H 1.76785 -8.78584 4.34433 -0.065 0.060 0.003 0.0710
H 1.38935 -9.27275 5.99155 -0.058 0.031 -0.044 0.0724
H 0.08625 -8.77449 4.90360 0.066 -0.011 0.002 0.0778
H 2.32150 -6.97516 5.97721 -0.086 0.105 -0.022 0.1125
H 0.66630 -6.98853 6.57239 0.023 0.121 -0.076 0.1087
H 0.99899 -5.09301 5.01915 -0.006 -0.020 -0.170 0.1008
H -0.16722 -6.23386 4.33763 0.086 0.019 -0.098 0.1209
C -8.30347 -0.88256 -0.79880 -0.033 0.005 -0.069 -0.1065
C -9.20794 -0.84486 0.42879 -0.022 -0.040 -0.331 -0.2658
C -8.44477 -0.54779 1.72221 0.305 -0.660 -0.061 -0.1826
C -7.42184 -1.60916 1.96779 0.582 -0.366 0.361 -0.2152
N -6.62781 -2.43431 2.15856 -1.088 1.086 -0.327 0.1441
H -7.56092 -1.68071 -0.72715 -0.022 0.075 0.051 0.0439
H -8.89260 -1.06800 -1.69930 0.051 0.044 0.035 0.0771
H -7.77652 0.06727 -0.92707 -0.004 -0.060 -0.011 0.0803
H -9.72647 -1.80375 0.51739 0.009 0.089 0.101 0.1130
H -9.97342 -0.07795 0.28355 0.030 -0.028 0.134 0.1080
H -9.13434 -0.51786 2.56837 0.157 -0.039 0.033 0.1138
H -7.94428 0.42128 1.65873 0.065 -0.104 0.038 0.1172
```
Forces are in eV/Å.

Properties
**Expectation value of S²**: 0.7541
**Multiplicity**: 2
**Total energy**: -2646.07392 a.u.
**Kohn-Sham gap (alpha / beta)**: 0.324 / 0.353 Ha
**M**: 877.43 g/mol
**HOMO (alpha / beta)**: -8.25 / -9.23 eV